No. 1
The following is a DFT calculation (the ωB97M-V functional and the def2-TZVPD basis) of a structure of composition C42H59AsKN5OS.

As for the LUMO energy: 0.2 eV. Its multiplicity is 1. The charge is 0. As for the relative energy (zero: lowest compared OMol25 entry of this formula, charge and spin): 6.6 kcal/mol. The value obtained for the gap between HOMO and LUMO is 0.2341 Ha.

Positions of all 110 atoms, in Å:
1 K -0.10 0.26 0.15
2 S -2.37 4.55 1.74
3 C -1.86 3.76 3.19
4 C -2.04 4.12 4.52
5 C -1.50 3.31 5.50
6 C -0.80 2.14 5.16
7 C -0.63 1.79 3.84
8 C -1.16 2.60 2.84
9 N -1.04 2.35 1.48
10 C -1.62 3.28 0.78
11 C -1.67 3.34 -0.72
12 C -2.43 4.39 -1.27
13 C -2.52 4.53 -2.64
14 C -1.85 3.61 -3.45
15 C -1.11 2.59 -2.86
16 C -0.97 2.38 -1.48
17 H -2.58 5.02 4.79
18 H -1.63 3.57 6.54
19 H -0.38 1.52 5.94
20 H -0.08 0.89 3.57
21 H -2.95 5.11 -0.65
22 H -3.10 5.33 -3.08
23 H -1.90 3.70 -4.53
24 H -0.60 1.92 -3.56
25 C -4.14 -5.98 2.75
26 C -3.23 -5.14 3.65
27 C -4.10 -4.35 4.63
28 C -2.30 -6.08 4.43
29 C -2.38 -4.16 2.84
30 C -1.47 -3.33 3.48
31 C -0.74 -2.42 2.74
32 N -0.84 -2.29 1.42
33 C -1.68 -3.11 0.79
34 C -2.47 -4.04 1.46
35 C -1.75 -2.98 -0.71
36 C -2.05 -4.07 -1.51
37 C -2.04 -3.93 -2.89
38 C -1.76 -2.67 -3.39
39 C -1.47 -1.63 -2.52
40 N -1.45 -1.78 -1.20
41 C -2.30 -5.10 -3.85
42 C -2.61 -6.39 -3.10
43 C -1.05 -5.32 -4.71
44 C -3.48 -4.75 -4.76
45 H -4.71 -6.68 3.37
46 H -3.57 -6.57 2.03
47 H -4.86 -5.37 2.21
48 H -4.70 -5.04 5.23
49 H -4.77 -3.67 4.11
50 H -3.49 -3.76 5.32
51 H -2.90 -6.79 5.00
52 H -1.67 -5.54 5.13
53 H -1.66 -6.65 3.76
54 H -1.33 -3.36 4.55
55 H -0.02 -1.76 3.22
56 H -3.17 -4.64 0.90
57 H -2.25 -5.03 -1.06
58 H -1.75 -2.47 -4.46
59 H -1.25 -0.63 -2.89
60 H -1.78 -6.71 -2.47
61 H -2.81 -7.19 -3.82
62 H -3.50 -6.30 -2.47
63 H -0.18 -5.56 -4.09
64 H -0.80 -4.43 -5.30
65 H -1.22 -6.14 -5.40
66 H -4.39 -4.58 -4.18
67 H -3.67 -5.58 -5.45
68 H -3.29 -3.86 -5.36
69 C 2.53 0.13 4.95
70 C 3.48 -0.41 3.89
71 As 2.72 -0.15 2.09
72 C 4.26 -0.64 0.95
73 C 5.62 -0.80 1.62
74 C 2.82 1.81 1.95
75 C 4.12 2.48 2.38
76 H 2.95 0.00 5.96
77 H 1.57 -0.38 4.94
78 H 2.33 1.19 4.82
79 H 3.63 -1.48 4.01
80 H 4.46 0.06 3.96
81 H 4.28 0.12 0.17
82 H 3.97 -1.57 0.45
83 H 5.95 0.13 2.10
84 H 6.37 -1.08 0.89
85 H 5.60 -1.57 2.39
86 H 1.96 2.20 2.51
87 H 2.59 2.02 0.90
88 H 4.35 2.29 3.42
89 H 4.05 3.56 2.25
90 H 4.96 2.13 1.78
91 C 2.69 1.26 -2.73
92 N 2.92 -0.16 -2.91
93 C 4.15 -0.52 -3.60
94 C 2.33 -1.01 -2.01
95 O 1.75 -0.58 -1.02
96 N 2.41 -2.36 -2.28
97 C 2.19 -2.84 -3.64
98 C 1.88 -3.25 -1.26
99 H 2.78 1.77 -3.69
100 H 3.42 1.70 -2.03
101 H 1.69 1.45 -2.34
102 H 4.95 0.14 -3.27
103 H 4.05 -0.42 -4.69
104 H 4.43 -1.54 -3.37
105 H 2.42 -2.07 -4.36
106 H 1.15 -3.13 -3.77
107 H 2.82 -3.71 -3.84
108 H 2.04 -2.82 -0.27
109 H 2.39 -4.21 -1.33
110 H 0.80 -3.41 -1.39

No. 2
The following is a DFT calculation (the ωB97M-V functional and the def2-TZVPD basis) of the molecule C5H8N2.

As for the SMILES: C[C@H]1CN1CC#N. As for the LUMO energy: 0.9 eV. Its multiplicity is 1. The charge is 0. As for the relative energy (zero: lowest compared OMol25 entry of this formula, charge and spin): 55.6 kcal/mol. The value obtained for the gap between HOMO and LUMO is 0.3730 Ha.

Positions of all 15 atoms, in Å:
1 C -1.33 -1.10 -0.11
2 C -1.04 0.38 -0.45
3 C -0.43 1.50 0.48
4 N 0.31 0.81 -0.51
5 C 1.53 0.08 -0.44
6 C 1.78 -0.75 0.76
7 N 2.00 -1.37 1.71
8 H -1.08 -1.42 0.91
9 H -0.74 -1.76 -0.79
10 H -2.37 -1.38 -0.30
11 H -1.69 0.75 -1.24
12 H -0.38 2.59 0.31
13 H -0.49 1.27 1.53
14 H 1.58 -0.55 -1.33
15 H 2.34 0.82 -0.51

No. 3
The following is a DFT calculation (the ωB97M-V functional and the def2-TZVPD basis) of the molecule C3H7N3O.

As for the LUMO energy (spin up / spin down): 0.4 / 0.4 eV. Its multiplicity is 1. The charge is 0. As for the relative energy (zero: lowest compared OMol25 entry of this formula, charge and spin): 140.8 kcal/mol. The value obtained for the gap between HOMO and LUMO (spin up / spin down) is 0.2914 / 0.2913 Ha.

Positions of all 14 atoms, in Å:
1 C -0.54 -0.88 -1.18
2 N -0.06 0.01 -0.12
3 C -0.88 0.08 1.02
4 N 1.69 -0.14 -0.08
5 C -0.15 1.59 -0.31
6 N -0.48 -0.39 2.11
7 O 0.10 2.45 0.47
8 H 1.78 -1.15 0.07
9 H 1.89 0.25 0.85
10 H -1.17 -0.30 2.86
11 H -0.22 1.77 -1.39
12 H 0.13 -0.77 -2.03
13 H -0.56 -1.90 -0.79
14 H -1.55 -0.61 -1.48

No. 4
The following is a DFT calculation (the ωB97M-V functional and the def2-TZVPD basis) of a structure of composition C30H25Cl3IN4O3PdSSbSe4.

As for the LUMO energy: -2.2 eV. Its multiplicity is 1. The charge is 0. As for the relative energy (zero: lowest compared OMol25 entry of this formula, charge and spin): 16.6 kcal/mol. The value obtained for the gap between HOMO and LUMO is 0.2142 Ha.

Positions of all 73 atoms, in Å:
1 Pd -0.49 2.81 -0.15
2 C 3.38 2.35 -0.93
3 C 2.48 2.80 -2.04
4 N 2.97 3.57 -2.99
5 C 2.18 3.93 -4.02
6 C 0.85 3.60 -4.12
7 C 0.03 4.10 -5.28
8 O -0.75 3.07 -5.89
9 C 0.30 2.83 -3.08
10 C -1.14 2.71 -2.94
11 N -1.71 2.63 -1.79
12 C -3.13 2.67 -1.69
13 C -3.95 2.14 -2.68
14 C -5.33 2.25 -2.59
15 C -5.91 2.88 -1.50
16 C -5.11 3.38 -0.48
17 C -3.74 3.26 -0.58
18 I -2.52 3.86 1.07
19 C 1.14 2.34 -2.05
20 O 0.70 1.47 -1.17
21 H 4.35 2.83 -1.02
22 H 3.50 1.27 -0.95
23 H 2.94 2.60 0.04
24 H 2.65 4.54 -4.79
25 H 0.69 4.58 -6.00
26 H -0.69 4.85 -4.96
27 H -0.14 2.45 -6.32
28 H -1.74 2.76 -3.84
29 H -3.51 1.62 -3.52
30 H -5.95 1.84 -3.37
31 H -6.98 2.97 -1.43
32 H -5.56 3.85 0.38
33 Se 3.50 4.72 4.33
34 Sb 2.64 2.80 3.29
35 Se 4.21 0.99 2.49
36 Se 2.84 0.53 4.42
37 Se 0.46 3.31 2.09
38 Cl -3.14 -7.31 1.70
39 C -2.05 -6.02 1.32
40 C -1.02 -5.71 2.19
41 C -0.16 -4.67 1.88
42 C -0.31 -3.91 0.72
43 C 0.62 -2.76 0.39
44 C -0.02 -1.37 0.53
45 N -0.94 -1.21 1.64
46 C -2.20 -1.74 1.78
47 C -2.68 -1.25 2.96
48 N -1.76 -0.43 3.55
49 C -0.74 -0.43 2.73
50 O 1.87 -2.91 1.04
51 C 2.08 -2.26 2.29
52 C 3.44 -2.67 2.75
53 C 3.81 -2.90 4.04
54 Cl 2.81 -2.73 5.43
55 S 5.46 -3.31 4.22
56 C 5.70 -3.19 2.52
57 C 4.55 -2.84 1.88
58 C -1.33 -4.29 -0.14
59 Cl -1.57 -3.44 -1.65
60 C -2.21 -5.32 0.14
61 H -0.89 -6.28 3.10
62 H 0.66 -4.45 2.55
63 H 0.87 -2.86 -0.67
64 H -0.52 -1.13 -0.40
65 H 0.78 -0.64 0.66
66 H -2.64 -2.37 1.03
67 H -3.64 -1.45 3.41
68 H 0.18 0.13 2.86
69 H 1.32 -2.54 3.04
70 H 2.03 -1.18 2.18
71 H 6.67 -3.38 2.10
72 H 4.48 -2.74 0.80
73 H -2.99 -5.58 -0.56

No. 5
The following is a DFT calculation (the ωB97M-V functional and the def2-TZVPD basis) of the molecule C20H17BrO2S.

As for the SMILES: OC/C(=C/c1cc(OCc2ccsc2)ccc1Br)c1ccccc1. As for the LUMO energy: 0.1 eV. Its multiplicity is 1. The charge is 0. As for the relative energy (zero: lowest compared OMol25 entry of this formula, charge and spin): 55.2 kcal/mol. The value obtained for the gap between HOMO and LUMO is 0.2945 Ha.

Positions of all 41 atoms, in Å:
1 O -3.83 3.28 -0.85
2 C -3.64 2.33 -1.87
3 C -2.52 1.45 -1.39
4 C -1.26 2.06 -1.72
5 C 0.06 1.58 -1.27
6 C 0.28 0.27 -0.94
7 C 1.44 -0.19 -0.36
8 O 1.36 -1.54 -0.25
9 C 2.72 -2.30 -0.24
10 C 3.41 -2.18 1.08
11 C 4.68 -1.52 1.36
12 C 4.96 -1.38 2.70
13 S 3.78 -2.21 3.72
14 C 2.87 -2.51 2.30
15 C 2.41 0.70 -0.17
16 C 2.39 1.97 -0.76
17 C 1.20 2.48 -1.36
18 Br 1.12 4.32 -2.24
19 C -2.74 0.42 -0.46
20 C -3.61 -0.52 -0.82
21 C -3.90 -1.64 0.06
22 C -3.29 -1.70 1.28
23 C -2.38 -0.81 1.66
24 C -2.13 0.33 0.80
25 H -4.01 2.91 0.06
26 H -4.47 1.79 -2.13
27 H -3.35 2.92 -2.72
28 H -1.29 3.06 -2.14
29 H -0.36 -0.55 -1.10
30 H 2.49 -3.32 -0.55
31 H 3.47 -1.98 -0.97
32 H 5.36 -1.32 0.58
33 H 5.88 -1.05 3.12
34 H 1.81 -2.86 2.40
35 H 3.34 0.37 0.27
36 H 3.24 2.64 -0.68
37 H -4.07 -0.46 -1.76
38 H -4.46 -2.45 -0.34
39 H -3.56 -2.58 1.79
40 H -1.94 -0.90 2.69
41 H -1.46 1.08 1.21

No. 6
The following is a DFT calculation (the ωB97M-V functional and the def2-TZVPD basis) of a cluster of 2 separate species, C6H6O4S in total.

As for the LUMO energy: -1.3 eV. Its multiplicity is 1. The charge is 0. As for the relative energy (zero: lowest compared OMol25 entry of this formula, charge and spin): 97.6 kcal/mol. The value obtained for the gap between HOMO and LUMO is 0.3195 Ha.

Positions of all 17 atoms, in Å:
1 C -0.07 -0.62 0.63
2 C -1.01 -0.01 1.52
3 C -1.55 1.32 1.31
4 C -1.20 1.90 0.06
5 C -0.31 1.35 -0.82
6 C 0.42 0.14 -0.51
7 H -0.71 -2.62 1.38
8 H -1.17 -0.76 2.45
9 H -2.18 1.95 2.05
10 H -1.72 2.85 -0.16
11 H 0.00 1.88 -1.62
12 H 1.53 -2.23 -0.28
13 O 0.35 -2.01 0.79
14 O 1.64 -2.18 -1.39
15 O 2.89 -0.18 -0.88
16 O 1.48 -0.26 -3.03
17 S 1.61 -0.52 -1.51